1.
Formula: CH3NO2S
Source: OMol25
Level of theory: wB97M-V/def2-TZVPD

As for the expectation value of S²: 2.01. The energy relative to the best compared isomer or geometry (same formula, charge and spin) is 55.00 kcal per mole. The spin multiplicity is 3. The calculation puts the orbital gap (alpha / beta) at 7.119 / 8.305 eV.

Each line ends with the natural charge from an NBO analysis.
CARTESIAN COORDINATES (ANGSTROEM)
C (-0.37, -0.95, -0.37)  -0.54
N (0.06, 0.26, -0.93)  -0.32
O (0.99, 2.70, 0.20)  -0.80
O (0.43, 0.79, 1.73)  -0.84
S (0.58, 1.30, 0.35)  1.75
H (-0.41, -1.64, -1.28)  0.23
H (-1.41, -0.80, 0.02)  0.27
H (0.12, -1.66, 0.27)  0.25


2.
Formula: C5H6N
Source: OMol25
Level of theory: wB97M-V/def2-TZVPD

The energy relative to the best compared isomer or geometry (same formula, charge and spin) is 132.96 kcal per mole. As for the charge: +1. The spin multiplicity is 1. The calculation puts the orbital gap at 9.045 eV. The SMILES is C=CC1=C2C[N@H+]12.

Each line ends with the natural charge from an NBO analysis.
CARTESIAN COORDINATES (ANGSTROEM)
C (-0.02, 0.17, 2.43)  -0.14
C (-0.50, -0.14, 1.24)  -0.35
C (0.14, 0.03, -0.02)  0.20
C (1.17, 0.10, -0.84)  0.21
C (0.65, 0.34, -2.15)  -0.23
N (-0.35, -0.31, -1.40)  -0.33
H (-0.49, -0.09, 3.29)  0.22
H (1.02, 0.62, 2.52)  0.22
H (-1.45, -0.52, 1.31)  0.25
H (0.44, 1.32, -2.31)  0.25
H (1.11, -0.13, -2.94)  0.26
H (-0.68, -1.26, -1.48)  0.43


3.
Formula: C3H9ClO3Si
Source: OMol25
Level of theory: wB97M-V/def2-TZVPD

The energy relative to the best compared isomer or geometry (same formula, charge and spin) is 7.32 kcal per mole. The spin multiplicity is 1. The calculation puts the orbital gap at 10.772 eV. The SMILES is O[Si](O)(O)CCCCl.

Each line ends with the natural charge from an NBO analysis.
CARTESIAN COORDINATES (ANGSTROEM)
O (2.99, -0.28, 0.76)  -1.09
Si (1.56, 0.22, 0.11)  2.25
O (1.45, -0.15, -1.53)  -1.12
O (1.10, 1.80, 0.42)  -1.13
C (0.10, -0.80, 0.82)  -0.94
C (-1.26, -0.84, -0.03)  -0.42
C (-2.20, 0.41, -0.01)  -0.39
Cl (-1.69, 1.92, -0.74)  -0.03
H (3.80, -0.11, 0.23)  0.51
H (2.02, 0.26, -2.23)  0.51
H (0.16, 1.94, 0.13)  0.49
H (-0.04, -0.53, 1.91)  0.23
H (0.41, -1.87, 0.79)  0.24
H (-1.81, -1.81, 0.06)  0.23
H (-1.00, -0.97, -1.13)  0.22
H (-2.48, 0.65, 1.01)  0.21
H (-3.10, 0.16, -0.58)  0.22


4.
Formula: C57H81ClF18IN17O3P
Source: OMol25
Level of theory: wB97M-V/def2-TZVPD

As for the charge: +1. The spin multiplicity is 1. The calculation puts the orbital gap at 8.555 eV.

Each line ends with the Mulliken charge.
CARTESIAN COORDINATES (ANGSTROEM)
C (4.92, -1.92, 2.58)  -0.60
C (3.61, -1.17, 2.66)  -0.31
O (2.94, -1.39, 1.42)  0.03
C (1.75, -0.68, 1.29)  -1.70
C (1.76, -0.18, -0.15)  -0.02
N (0.55, 0.69, -0.34)  0.14
C (0.14, 0.69, -1.80)  1.11
C (-1.29, 0.11, -1.79)  -2.55
C (-2.32, 0.94, -1.00)  -0.69
C (-3.68, 0.71, -1.62)  0.71
F (-3.71, 1.27, -2.85)  -0.34
F (-3.86, -0.63, -1.80)  -0.37
C (-4.87, 1.33, -0.79)  0.44
F (-4.36, 1.81, 0.38)  -0.32
F (-5.36, 2.39, -1.47)  -0.31
C (-6.01, 0.36, -0.46)  0.80
F (-6.48, -0.19, -1.61)  -0.31
F (-5.47, -0.65, 0.27)  -0.34
C (-7.18, 0.99, 0.39)  0.64
F (-7.19, 0.41, 1.61)  -0.29
F (-6.99, 2.31, 0.57)  -0.30
C (-8.59, 0.79, -0.22)  0.54
F (-9.42, 1.58, 0.52)  -0.32
F (-8.65, 1.27, -1.49)  -0.30
C (-9.15, -0.67, -0.11)  0.54
F (-8.15, -1.57, -0.02)  -0.30
F (-9.86, -0.74, 1.04)  -0.31
C (-10.11, -1.05, -1.25)  0.72
F (-11.02, -0.06, -1.44)  -0.28
F (-9.37, -1.19, -2.38)  -0.28
C (-10.89, -2.40, -1.02)  0.61
F (-10.91, -3.09, -2.17)  -0.24
F (-12.15, -2.14, -0.65)  -0.24
F (-10.31, -3.15, -0.07)  -0.24
C (0.11, 2.06, -2.49)  -1.72
C (1.04, 3.15, -1.90)  -0.54
C (0.26, 4.22, -1.13)  -0.97
I (2.06, 4.16, -3.51)  0.11
C (1.15, -0.30, -2.43)  2.46
C (0.51, -1.08, -3.61)  -2.78
O (-0.21, -2.21, -3.22)  -0.14
C (0.32, -3.47, -3.65)  0.10
C (-0.81, -4.33, -4.22)  -1.33
P (2.62, 0.53, -3.31)  0.21
O (3.49, 1.30, -2.15)  -0.56
Cl (3.90, -0.99, -3.86)  -0.27
C (1.49, -1.23, -1.23)  0.83
C (2.59, -2.28, -1.38)  -1.42
C (2.44, -3.50, -0.48)  -0.47
F (2.59, -4.66, -1.23)  -0.45
H (5.53, -1.74, 3.45)  -0.12
H (4.75, -2.98, 2.46)  0.19
H (5.43, -1.59, 1.68)  0.34
H (3.07, -1.57, 3.50)  0.00
H (3.84, -0.12, 2.80)  0.40
H (1.76, 0.16, 1.98)  0.61
H (0.86, -1.30, 1.50)  0.37
H (2.71, 0.34, -0.20)  -0.24
H (-0.13, 0.24, 0.27)  0.70
H (0.69, 1.60, 0.11)  0.79
H (-1.62, 0.02, -2.81)  0.72
H (-1.27, -0.90, -1.38)  0.20
H (-2.09, 2.00, -0.96)  0.42
H (-2.36, 0.56, 0.01)  0.61
H (-0.89, 2.49, -2.48)  0.61
H (0.36, 1.95, -3.53)  0.75
H (1.76, 2.75, -1.19)  0.66
H (-0.33, 3.73, -0.35)  0.20
H (-0.36, 4.82, -1.77)  0.00
H (0.98, 4.83, -0.60)  0.56
H (1.23, -1.28, -4.40)  1.08
H (-0.21, -0.39, -4.06)  0.10
H (0.70, -3.98, -2.77)  0.01
H (1.14, -3.36, -4.35)  0.41
H (-0.61, -4.68, -5.22)  0.27
H (-1.03, -5.16, -3.56)  0.25
H (-1.71, -3.72, -4.24)  0.28
H (3.97, 0.69, -1.59)  0.29
H (0.64, -1.79, -0.85)  0.23
H (2.71, -2.63, -2.40)  0.76
H (3.54, -1.81, -1.13)  0.42
H (3.24, -3.51, 0.25)  0.16
H (1.48, -3.52, 0.04)  0.29
C (1.46, -1.42, 6.80)  0.15
C (1.50, -0.62, 5.58)  0.40
N (1.54, -0.01, 4.61)  -0.46
H (0.43, -1.50, 7.15)  0.25
H (1.83, -2.42, 6.59)  -0.26
H (2.06, -0.97, 7.58)  -0.11
C (-0.04, 0.15, -7.71)  -0.84
C (1.08, 0.76, -6.99)  0.46
N (1.96, 1.24, -6.44)  -0.39
H (0.19, 0.09, -8.77)  0.34
H (-0.22, -0.85, -7.33)  0.22
H (-0.94, 0.76, -7.57)  0.27
C (4.46, 0.67, 10.18)  -0.82
C (3.20, -0.02, 9.93)  0.43
N (2.21, -0.57, 9.73)  -0.46
H (4.60, 0.80, 11.25)  0.32
H (5.28, 0.08, 9.79)  0.23
H (4.45, 1.64, 9.70)  0.28
C (7.10, -5.57, 2.82)  -0.91
C (6.91, -4.62, 1.73)  0.56
N (6.76, -3.87, 0.88)  -0.47
H (8.05, -5.36, 3.32)  0.29
H (6.29, -5.46, 3.54)  0.18
H (7.11, -6.58, 2.43)  0.35
C (-3.65, 5.02, 2.13)  -0.26
C (-2.37, 5.54, 1.68)  0.36
N (-1.37, 5.97, 1.33)  -0.43
H (-3.56, 4.64, 3.14)  0.32
H (-4.40, 5.81, 2.11)  0.24
H (-3.97, 4.21, 1.47)  -0.18
C (-2.01, 9.35, 2.82)  -0.57
C (-1.22, 10.57, 2.68)  0.22
N (-0.60, 11.53, 2.57)  -0.35
H (-1.84, 8.70, 1.97)  0.14
H (-1.72, 8.83, 3.74)  0.26
H (-3.07, 9.60, 2.88)  0.28
C (-0.23, 7.44, -4.56)  -0.76
C (-1.15, 6.73, -3.68)  0.28
N (-1.88, 6.18, -2.99)  -0.44
H (-0.54, 8.48, -4.66)  0.33
H (0.78, 7.41, -4.16)  0.23
H (-0.23, 6.97, -5.55)  0.29
C (8.02, -0.71, -4.17)  -0.87
C (7.41, -0.56, -2.85)  0.39
N (6.84, -0.46, -1.86)  -0.34
H (8.69, 0.12, -4.36)  0.31
H (8.59, -1.64, -4.21)  0.29
H (7.24, -0.73, -4.93)  0.26
C (1.82, 11.24, -3.97)  -0.76
C (1.81, 10.35, -5.13)  0.34
N (1.80, 9.66, -6.04)  -0.38
H (1.10, 10.89, -3.23)  0.27
H (2.82, 11.25, -3.52)  0.27
H (1.56, 12.25, -4.28)  0.28
C (-2.35, -7.07, -7.97)  -0.77
C (-1.58, -5.84, -7.89)  0.43
N (-0.98, -4.87, -7.82)  -0.41
H (-2.12, -7.58, -8.90)  0.32
H (-2.11, -7.71, -7.14)  0.18
H (-3.42, -6.84, -7.94)  0.25
C (-1.86, -8.94, -3.07)  -0.85
C (-1.98, -7.90, -4.09)  0.46
N (-2.07, -7.09, -4.89)  -0.40
H (-0.96, -8.77, -2.48)  0.27
H (-2.73, -8.91, -2.42)  0.28
H (-1.81, -9.92, -3.54)  0.29
C (-9.20, 5.89, -0.13)  -0.64
C (-8.00, 6.49, 0.45)  0.34
N (-7.06, 6.96, 0.91)  -0.38
H (-9.05, 5.75, -1.20)  0.26
H (-9.39, 4.93, 0.34)  0.11
H (-10.05, 6.55, 0.04)  0.32
C (3.24, -4.98, 7.16)  -0.73
C (3.38, -4.38, 5.85)  0.37
N (3.49, -3.83, 4.85)  -0.36
H (2.20, -4.93, 7.49)  0.22
H (3.55, -6.02, 7.13)  0.36
H (3.87, -4.41, 7.84)  0.22
C (8.48, -1.67, 0.89)  -0.65
C (8.51, -1.51, 2.34)  0.48
N (8.52, -1.39, 3.48)  -0.46
H (7.48, -1.94, 0.57)  0.05
H (8.77, -0.73, 0.41)  0.31
H (9.18, -2.45, 0.59)  0.33
C (6.54, -1.81, 6.25)  -0.40
C (5.76, -2.32, 7.37)  0.37
N (5.14, -2.73, 8.25)  -0.58
H (6.22, -0.79, 6.02)  0.29
H (7.59, -1.81, 6.50)  0.40
H (6.37, -2.43, 5.38)  -0.08
C (-2.62, -3.45, 6.98)  -0.89
C (-1.37, -4.19, 6.86)  0.39
N (-0.39, -4.77, 6.77)  -0.38
H (-2.68, -2.69, 6.21)  0.26
H (-3.46, -4.13, 6.87)  0.35
H (-2.68, -2.98, 7.96)  0.28